Density functional theory data (the ωB97M-V functional and the def2-TZVPD basis) for a molecular structure, C28H52AsBF6N4O5P4Y at a distorted geometry.

Values from the calculation:
Multiplicity   2
Largest force on an atom   5.1 eV/Å
HOMO-LUMO gap (alpha / beta)   7.9013 / 3.6389 eV
Charge   +2
E_HOMO (alpha / beta)   -12.96 / -12.96 eV
Expectation value of S²   0.758

Each line ends with the Mulliken spin population.
Positions of all 102 atoms, in Å:
Y 0.13 -0.65 2.85  -0.002
C -0.18 4.65 4.88  0.000
N -0.22 3.19 4.71  -0.003
C 0.96 2.52 5.29  0.001
P -1.43 2.40 4.00  0.005
O -1.18 0.89 4.04  0.002
O -1.66 2.88 2.42  0.000
P -1.16 2.19 1.05  0.001
O -0.87 0.70 1.19  0.001
N 0.19 2.96 0.61  0.001
C 1.33 2.22 0.10  0.003
C 0.29 4.39 0.48  0.000
N -2.45 2.42 0.01  0.000
C -2.73 1.36 -0.96  0.000
C -3.36 3.54 0.09  0.000
N -2.81 2.81 4.78  0.000
C -3.62 3.92 4.44  0.000
C -3.35 1.82 5.75  0.000
H 0.61 5.10 4.29  0.000
H -0.13 4.90 5.96  0.000
H -1.10 5.12 4.46  0.000
H 1.88 2.81 4.77  0.000
H 0.76 1.47 5.13  -0.003
H 1.05 2.76 6.36  0.000
H 1.12 1.13 0.01  -0.003
H 2.13 2.23 0.82  0.000
H 1.68 2.68 -0.86  0.000
H -0.60 4.91 0.86  0.000
H 0.47 4.67 -0.58  0.000
H 1.14 4.72 1.06  0.000
H -3.11 1.78 -1.93  0.000
H -3.51 0.67 -0.67  0.000
H -1.85 0.73 -1.06  0.000
H -3.03 4.29 0.83  0.000
H -4.35 3.28 0.42  0.000
H -3.43 4.03 -0.86  0.000
H -3.93 4.45 5.33  0.000
H -4.51 3.66 3.85  0.000
H -3.02 4.62 3.85  0.000
H -3.01 0.84 5.51  0.000
H -4.43 1.83 5.72  0.000
H -3.04 2.07 6.80  0.000
C -0.63 -4.16 2.28  0.000
P -0.94 -2.95 0.89  0.022
C -2.29 -1.92 1.62  0.006
C -2.02 -3.99 -0.20  0.002
C -3.40 -4.20 0.14  0.003
C -4.12 -5.25 -0.42  0.001
C -3.49 -6.14 -1.23  0.000
C -2.19 -5.87 -1.73  0.000
C -1.50 -4.75 -1.24  -0.001
P 0.12 -4.32 -1.82  0.006
C 1.61 -5.07 -1.05  0.000
C 0.23 -5.11 -3.50  0.000
H -1.62 -4.50 2.61  0.000
H -0.06 -3.64 3.08  -0.001
H 0.03 -4.97 1.88  0.000
H -2.79 -2.50 2.40  0.000
H -2.90 -1.61 0.77  0.001
H -2.05 -0.93 2.04  -0.001
H -3.85 -3.55 0.89  0.000
H -5.19 -5.33 -0.21  0.000
H -4.04 -7.04 -1.59  0.000
H -1.75 -6.49 -2.50  0.000
H 1.38 -6.04 -0.64  0.000
H 2.07 -4.47 -0.24  0.000
H 2.30 -5.20 -1.92  0.000
H 0.41 -6.17 -3.53  0.000
H 1.09 -4.57 -3.98  0.000
H -0.63 -4.93 -4.15  0.000
C 3.00 0.54 -6.88  0.000
C 3.13 1.46 -5.68  0.000
C 4.51 2.13 -5.65  0.000
C 2.03 2.52 -5.88  0.000
C 2.96 0.68 -4.42  0.001
C 3.98 0.43 -3.51  -0.001
C 3.86 -0.62 -2.56  0.000
C 2.59 -1.07 -2.34  0.000
O 2.27 -2.25 -1.70  0.001
B 0.94 -2.61 -2.05  -0.002
O 0.41 -1.51 -2.81  0.002
C 1.48 -0.62 -3.06  0.000
C 1.63 0.21 -4.19  -0.001
H 2.84 1.10 -7.82  0.000
H 2.13 -0.16 -6.80  0.000
H 3.93 -0.10 -6.99  0.000
H 4.64 2.80 -6.54  0.000
H 5.33 1.43 -5.79  0.000
H 4.65 2.66 -4.72  0.000
H 2.23 3.08 -6.83  0.000
H 1.95 3.23 -5.05  0.000
H 1.06 2.07 -6.04  0.000
H 4.90 1.00 -3.57  0.000
H 4.68 -0.99 -1.92  0.000
H 0.86 0.50 -4.90  0.000
F 0.72 -1.83 4.50  0.066
As 2.99 -1.40 3.40  0.341
F 4.41 -0.98 2.46  0.072
F 1.63 0.78 2.79  0.052
F 3.77 -0.88 4.94  0.117
F 1.59 -1.91 1.55  0.254
F 3.43 -3.06 3.59  0.054

***

Density functional theory data (the ωB97M-V functional and the def2-TZVPD basis) for a single C4H5N3OS molecule at a distorted geometry.

Values from the calculation:
SMILES   Cc1nnc(/C=N\O)s1
Largest force on an atom   11.7 eV/Å
HOMO-LUMO gap   10.1220 eV
E_HOMO   -9.74 eV
Energy above the lowest of the compared OMol25 structures with the same formula, charge and spin   5.3858 eV

Each line ends with the natural charge from an NBO analysis.
Positions of all 14 atoms, in Å:
C -3.21 -0.66 0.11  -0.639
C -1.77 0.00 0.03  0.029
N -1.54 1.20 0.35  -0.268
N -0.32 1.60 0.26  -0.227
C 0.48 0.59 -0.14  -0.087
C 1.97 0.80 -0.44  0.032
N 2.87 0.06 -0.07  -0.081
O 2.45 -1.01 0.64  -0.533
S -0.37 -0.88 -0.42  0.435
H -3.42 -0.89 -0.85  0.219
H -3.93 0.08 0.44  0.240
H -3.35 -1.43 0.94  0.234
H 2.05 1.53 -1.02  0.188
H 3.11 -1.45 0.88  0.458

***

Density functional theory data (the ωB97M-V functional and the def2-TZVPD basis) for a molecular structure, C32H41NO4P3RhS2.

Values from the calculation:
Multiplicity   2
Largest force on an atom   0.7 eV/Å
HOMO-LUMO gap (alpha / beta)   7.1368 / 7.5426 eV
Charge   +1
E_HOMO (alpha / beta)   -10.05 / -10.71 eV
Expectation value of S²   0.756
Energy above the lowest of the compared OMol25 structures with the same formula, charge and spin   0.0000 eV

Each line ends with the Mulliken spin population.
Positions of all 84 atoms, in Å:
Rh -0.47 -0.17 0.26  0.713
C -2.54 2.00 2.11  0.003
O -2.18 0.63 1.96  0.014
C -2.20 -0.07 3.19  0.005
C -2.34 -1.54 2.88  0.004
O -1.22 -1.92 2.10  -0.014
C -1.25 -3.31 1.77  0.004
H -3.59 2.08 2.42  0.001
H -2.41 2.48 1.15  -0.005
H -1.90 2.49 2.86  0.001
H -3.04 0.25 3.81  0.002
H -1.27 0.12 3.74  -0.004
H -3.27 -1.71 2.31  0.000
H -2.39 -2.12 3.80  0.001
H -1.29 -3.91 2.68  0.001
H -0.34 -3.53 1.22  -0.001
H -2.12 -3.54 1.14  0.001
N 2.30 0.73 0.43  0.015
P 1.29 0.38 1.77  0.157
C 2.28 -0.67 2.85  -0.039
C 1.72 -1.81 3.43  0.018
C 2.48 -2.62 4.26  0.003
C 3.81 -2.30 4.50  0.000
C 4.38 -1.17 3.93  0.001
C 3.62 -0.36 3.11  0.001
C 1.13 1.93 2.71  -0.063
C 0.77 3.09 2.01  0.028
C 0.59 4.28 2.69  0.010
C 0.73 4.31 4.08  -0.001
C 1.07 3.16 4.78  0.002
C 1.27 1.97 4.09  0.004
P 1.27 0.48 -0.88  -0.131
C 1.34 1.97 -1.92  -0.003
C 2.34 2.92 -1.70  0.004
C 2.47 4.03 -2.52  0.000
C 1.60 4.20 -3.58  0.000
C 0.61 3.26 -3.83  -0.004
C 0.48 2.15 -3.01  -0.011
C 2.04 -0.82 -1.87  0.000
C 2.01 -0.80 -3.26  -0.004
C 2.55 -1.87 -3.98  0.000
C 3.12 -2.94 -3.31  -0.001
C 3.15 -2.95 -1.92  0.006
C 2.61 -1.90 -1.20  -0.007
H 3.10 1.35 0.46  0.000
H 0.68 -2.05 3.22  -0.012
H 2.04 -3.50 4.70  0.000
H 4.40 -2.94 5.15  0.000
H 5.41 -0.93 4.13  0.000
H 4.07 0.53 2.67  0.000
H 0.64 3.06 0.93  -0.019
H 0.32 5.17 2.15  0.000
H 0.58 5.24 4.61  0.000
H 1.18 3.19 5.85  0.000
H 1.55 1.08 4.64  0.000
H 3.05 2.82 -0.89  -0.002
H 3.25 4.75 -2.32  0.000
H 1.69 5.07 -4.22  0.000
H -0.07 3.39 -4.66  0.000
H -0.30 1.44 -3.22  0.009
H 1.58 0.03 -3.79  0.000
H 2.53 -1.85 -5.06  0.000
H 3.54 -3.76 -3.87  0.000
H 3.60 -3.79 -1.39  0.000
H 2.63 -1.92 -0.12  0.007
C -2.91 -1.04 -5.69  0.000
C -1.76 -1.41 -4.80  0.000
O -1.59 -0.42 -3.75  0.000
P -2.10 -0.66 -2.27  -0.018
S -2.02 1.05 -1.28  0.155
S -1.01 -2.01 -1.30  0.176
O -3.58 -1.18 -2.53  0.000
C -4.44 -1.51 -1.41  0.003
C -5.86 -1.54 -1.90  0.000
H -3.04 -1.80 -6.46  0.000
H -2.73 -0.09 -6.18  0.000
H -3.84 -0.98 -5.12  0.000
H -0.81 -1.42 -5.33  -0.001
H -1.89 -2.40 -4.34  0.000
H -4.30 -0.75 -0.63  -0.001
H -4.12 -2.48 -1.02  -0.001
H -6.17 -0.56 -2.25  0.000
H -6.52 -1.84 -1.09  0.000
H -5.97 -2.25 -2.72  0.000

***

Density functional theory data (the ωB97M-V functional and the def2-TZVPD basis) for a molecular structure, C22H19BrMnN7O4 at a distorted geometry.

Values from the calculation:
Multiplicity   2
Largest force on an atom   1.0 eV/Å
HOMO-LUMO gap (alpha / beta)   7.5315 / 6.8834 eV
Charge   +1
E_HOMO (alpha / beta)   -10.79 / -10.14 eV
Expectation value of S²   0.776
Energy above the lowest of the compared OMol25 structures with the same formula, charge and spin   0.0000 eV

Each line ends with the natural charge from an NBO analysis.
Positions of all 54 atoms, in Å:
Mn -0.66 -0.52 0.20  0.948
N -0.20 2.12 -3.15  -0.520
C -0.70 1.28 -2.25  0.372
N -0.05 0.83 -1.22  -0.553
C 1.27 1.25 -1.00  0.421
N 1.92 0.91 0.06  -0.331
N 1.09 0.12 0.86  -0.233
C 1.50 -0.28 2.00  0.069
C 0.51 -1.09 2.74  0.138
C 0.75 -1.64 3.98  -0.214
C -0.27 -2.38 4.59  -0.143
C -1.47 -2.54 3.92  -0.233
C -1.63 -1.95 2.67  0.092
N -0.67 -1.24 2.10  -0.435
C 1.90 2.11 -2.00  -0.079
C 3.23 2.52 -1.91  -0.158
C 3.77 3.35 -2.87  -0.205
C 2.98 3.79 -3.94  -0.155
C 1.66 3.40 -4.05  -0.228
C 1.13 2.55 -3.07  0.155
H -0.78 2.41 -3.92  0.431
H -1.72 0.95 -2.40  0.223
H 2.48 -0.02 2.39  0.214
H 1.70 -1.49 4.47  0.234
H -0.11 -2.82 5.56  0.235
H -2.28 -3.10 4.36  0.241
H -2.55 -2.06 2.10  0.227
H 3.82 2.17 -1.08  0.246
H 4.80 3.66 -2.80  0.233
H 3.40 4.44 -4.69  0.233
H 1.05 3.73 -4.88  0.226
Br -0.33 2.81 1.80  0.087
C -2.02 2.19 1.21  0.174
C -3.09 3.07 1.33  -0.267
C -4.33 2.63 0.91  -0.135
C -4.46 1.35 0.40  -0.208
C -3.33 0.56 0.31  0.095
N -2.11 0.96 0.72  -0.472
C -3.41 -0.84 -0.30  0.738
O -4.50 -1.30 -0.56  -0.607
O -2.26 -1.37 -0.48  -0.747
H -2.94 4.05 1.74  0.247
H -5.19 3.28 1.00  0.236
H -5.40 0.94 0.05  0.265
N 2.41 -4.86 -0.22  -0.853
C 2.09 -3.70 -1.03  -0.342
C 0.91 -2.96 -0.43  0.819
O 0.61 -1.84 -0.78  -0.607
O 0.23 -3.64 0.47  -0.640
H 2.81 -5.61 -0.76  0.395
H 0.70 -4.50 0.55  0.524
H 3.06 -4.64 0.52  0.378
H 1.75 -4.03 -2.02  0.245
H 2.90 -2.98 -1.19  0.224